# 1
Here is a cluster of 5 separate species, C18H33Br2N6 in total at a distorted geometry from OMol25. Energies are from wB97M-V/def2-TZVPD.

The geometry in XYZ format:
```
59
Properties=species:S:1:pos:R:3
C -0.4399 -3.7985 -1.0685
C -1.4665 -4.4597 -0.1699
N -1.6256 -3.8345 1.1014
C -2.4751 -4.2211 2.1757
C -2.3664 -3.3285 3.1705
N -1.5238 -2.3333 2.7130
C -1.1192 -2.6390 1.5090
C -0.8433 -1.3784 3.6403
H -0.8396 -2.8021 -1.3903
H -0.3176 -4.4455 -1.9400
H 0.4957 -3.7178 -0.5684
H -1.1497 -5.4474 -0.0004
H -2.4478 -4.4875 -0.7559
H -3.1097 -5.0381 2.0809
H -2.7684 -3.4709 4.1669
H -0.3996 -2.0326 1.0162
H 0.0243 -1.8146 4.0948
H -1.6057 -1.2050 4.4584
H -0.6389 -0.4675 3.0583
C 2.5233 1.8200 -1.3015
C 3.2357 1.6457 0.0436
N 3.3638 0.2180 0.5079
C 2.2773 -0.6346 0.7595
C 2.8040 -1.8193 1.1442
N 4.1549 -1.7495 1.1544
C 4.4776 -0.4800 0.6987
C 5.0826 -2.8529 1.5242
H 1.5599 2.3358 -1.2293
H 2.3684 0.9932 -2.0293
H 3.0802 2.5049 -1.9295
H 2.6711 2.1358 0.8054
H 4.2531 2.0137 -0.0726
H 1.2454 -0.3447 0.8210
H 2.2475 -2.5702 1.7183
H 5.5277 -0.2132 0.6836
H 5.0836 -3.7376 0.8882
H 4.6859 -3.2014 2.4766
H 6.0844 -2.4452 1.6173
C -2.2371 6.5414 -1.7783
C -2.5506 5.2960 -0.9218
N -2.1458 4.1443 -1.7542
C -1.5676 4.1544 -3.0253
C -1.6620 2.8992 -3.5210
N -2.2310 2.1119 -2.4852
C -2.6170 2.8831 -1.4797
C -2.4415 0.6057 -2.4185
H -2.7372 6.4497 -2.7660
H -1.2338 6.6334 -2.0157
H -2.6003 7.4457 -1.3050
H -3.6668 5.2718 -0.7097
H -2.0083 5.2260 0.0225
H -1.1349 5.0567 -3.2775
H -1.1358 2.4512 -4.3712
H -2.9934 2.5532 -0.4619
H -1.5876 0.0365 -1.9657
H -2.6400 0.2294 -3.4199
H -3.2970 0.5178 -1.6948
Br 1.3749 -4.1614 3.1840
Br -0.9968 0.9574 0.5920
```

Results
* largest force on an atom: 4.01 eV/Å
* lowest unoccupied orbital energy: -2.05 eV
* HOMO-LUMO gap: 0.27417 hartree
* net charge: +1

These are the natural (NBO) partial charges, in e, on atoms 1 to 4: -0.616 -0.204 -0.300 -0.035



# 2
Here is a cluster of 4 separate species, C18H33BrN6 in total at a distorted geometry from OMol25. Energies are from wB97M-V/def2-TZVPD.

The geometry in XYZ format:
```
58
Properties=species:S:1:pos:R:3
C 19.0565 -20.2048 -21.6274
C 19.7810 -19.4317 -22.6447
N 19.9430 -18.0115 -22.3938
C 19.0010 -17.0185 -22.1449
C 19.6478 -15.8172 -21.9159
N 21.0724 -16.0613 -22.0625
C 21.2035 -17.4657 -22.2466
C 22.1301 -15.0663 -21.8728
H 19.3774 -21.2442 -21.6960
H 17.9690 -20.1948 -21.7011
H 19.2588 -19.8419 -20.6197
H 19.1816 -19.3907 -23.5542
H 20.8042 -19.7887 -22.7627
H 17.9931 -17.3199 -21.9006
H 19.3307 -14.8345 -21.5995
H 22.0938 -18.0686 -22.3478
H 22.2175 -14.6006 -22.8543
H 23.1327 -15.4881 -21.8028
H 21.8970 -14.3405 -21.0937
C 30.8404 -26.8591 -22.6298
C 30.3057 -25.6293 -23.2789
N 28.9747 -25.0914 -22.7176
C 27.7566 -25.8374 -22.6412
C 26.8768 -24.9565 -22.1314
N 27.5795 -23.7267 -21.8102
C 28.8837 -23.8470 -22.1367
C 26.9285 -22.5404 -21.2280
H 30.0650 -27.6191 -22.7258
H 31.1028 -26.4873 -21.6394
H 31.7867 -27.2858 -22.9620
H 30.1343 -25.9267 -24.3134
H 30.9618 -24.7590 -23.2900
H 27.7126 -26.8104 -23.1078
H 25.8197 -25.0885 -21.9543
H 29.6054 -23.0507 -22.0289
H 26.5379 -22.8954 -20.2743
H 26.0881 -22.0455 -21.7146
H 27.6598 -21.7594 -21.0198
C 25.2596 -26.2568 -28.4071
C 25.9901 -25.9382 -27.0921
N 25.4378 -24.7744 -26.4325
C 25.3175 -24.5144 -25.0653
C 24.8503 -23.2007 -24.9006
N 24.7143 -22.5586 -26.1074
C 25.0226 -23.5519 -27.0403
C 24.3730 -21.1197 -26.3008
H 25.7893 -25.6885 -29.1717
H 24.2815 -25.8043 -28.5705
H 25.2909 -27.3268 -28.6125
H 27.0244 -25.6112 -27.1996
H 25.8947 -26.7240 -26.3427
H 25.4921 -25.3195 -24.3668
H 24.6902 -22.6213 -24.0034
H 24.9529 -23.4246 -28.1105
H 25.2422 -20.4783 -26.1549
H 23.5698 -20.8008 -25.6366
H 24.1148 -21.0194 -27.3550
Br 23.9042 -20.1708 -22.4837
```

Results
* largest force on an atom: 6.88 eV/Å
* lowest unoccupied orbital energy (alpha / beta): -7.25 / -11.89 eV
* 2S+1: 2
* HOMO-LUMO gap (alpha / beta): 0.35706 / 0.18680 hartree
* net charge: +3
* ΔE to the lowest compared entry with this formula, charge and spin: 0.0 kJ/mol

These are the natural (NBO) partial charges, in e, on atoms 1 to 4: -0.643 -0.205 -0.280 -0.045



# 3
Here is a cluster of 3 separate species, C18H33N3O3S in total at a distorted geometry from OMol25. Energies are from wB97M-V/def2-TZVPD.

The geometry in XYZ format:
```
58
Properties=species:S:1:pos:R:3
C -1.3123 -4.3522 -2.4308
C -1.3822 -3.4631 -3.5436
C -1.3359 -1.8622 -3.4819
S 0.5015 -1.4023 -3.5672
C -1.9892 -1.2736 -4.8166
N -2.7300 -0.9410 -5.7190
C -1.8838 -1.2149 -2.1143
C -1.7541 0.4050 -2.1507
N -2.0258 1.5436 -2.4857
C -3.3359 -1.7235 -1.6458
C -4.5319 -1.4026 -2.6668
O -4.6311 -0.2625 -3.2279
N -5.5306 -2.4809 -2.8778
C -6.7073 -2.0005 -3.6629
C -4.9047 -3.7138 -3.4550
H -1.6058 -4.0897 -1.3580
H -0.9863 -5.4430 -2.6392
H -1.4913 -3.9413 -4.5875
H 0.7084 -0.9130 -4.8739
H -1.1418 -1.5423 -1.2816
H -3.3452 -2.8428 -1.3659
H -3.5820 -1.1586 -0.6657
H -7.4461 -1.4376 -2.9658
H -6.4422 -1.3915 -4.6018
H -7.2935 -2.9273 -4.0498
H -5.6672 -4.4638 -3.8771
H -4.3532 -4.2735 -2.6023
H -4.1923 -3.4291 -4.3092
C 1.0622 1.5308 3.7545
C 1.1285 1.2164 2.2702
O -0.1098 0.7705 1.7324
C -1.1947 1.6870 1.7992
C -0.9503 2.9702 1.0245
H 0.6346 0.6907 4.3091
H 2.0610 1.7418 4.1451
H 0.4351 2.4046 3.9501
H 1.8424 0.4021 2.1169
H 1.5059 2.0718 1.7009
H -1.4526 1.8980 2.8423
H -2.0573 1.1749 1.3633
H -0.1575 3.5684 1.4817
H -1.8565 3.5802 0.9995
H -0.6423 2.7495 -0.0014
C 5.9184 0.5482 4.3997
C 5.3049 1.2104 3.1781
O 4.8117 2.5196 3.4338
C 5.7663 3.4857 3.8527
C 6.8526 3.7464 2.8237
H 5.2279 0.5854 5.2468
H 6.1620 -0.4955 4.1866
H 6.8395 1.0505 4.7067
H 4.4470 0.6157 2.8518
H 6.0096 1.2250 2.3402
H 6.1967 3.2032 4.8191
H 5.2124 4.4137 4.0186
H 7.4977 2.8735 2.6938
H 7.4821 4.5832 3.1358
H 6.4141 3.9762 1.8484
```

Results
* largest force on an atom: 6.90 eV/Å
* lowest unoccupied orbital energy: -0.05 eV
* HOMO-LUMO gap: 0.34909 hartree
* net charge: 0
* ΔE to the lowest compared entry with this formula, charge and spin: 718.1 kJ/mol
* SMILES: C=C[C@@](S)(C#N)[C@@H](C#N)CC(=O)N(C)C.CCOCC.CCOCC

These are the natural (NBO) partial charges, in e, on atoms 1 to 4: -0.411 -0.202 -0.248 0.003



# 4
Here is a cluster of 5 separate species, C18H33N4O7PS in total at a distorted geometry from OMol25. Energies are from wB97M-V/def2-TZVPD.

The geometry in XYZ format:
```
64
Properties=species:S:1:pos:R:3
C -5.0350 0.2901 -0.0412
C -4.0615 -0.4139 -0.6644
C -3.8011 -1.8412 -0.4288
C -2.9439 -2.3580 0.4624
P -1.9344 -1.3847 1.6194
S -1.6168 -2.3711 3.2743
C -2.9773 -3.8470 0.2982
O -2.2097 -4.6689 0.6662
O -4.0958 -4.1423 -0.4737
C -4.4146 -2.9962 -1.1705
O -5.0444 -2.9983 -2.1768
H -6.0659 -0.0490 -0.0275
H -4.7794 1.2303 0.4360
H -3.4391 0.0696 -1.4169
H -0.7770 -0.9279 1.0019
H -2.7208 -0.2441 1.8462
C 1.3063 3.3798 -1.7487
N 0.6367 2.4302 -0.8759
C 0.4623 1.1090 -1.0223
C 1.0173 0.4333 -2.2462
O -0.1463 0.4759 -0.1510
H 2.1187 3.8481 -1.1872
H 0.5962 4.1545 -2.0424
H 1.7137 2.9292 -2.6576
H 0.2344 2.7903 -0.0175
H 0.7859 -0.6270 -2.1904
H 0.5745 0.8479 -3.1491
H 2.0991 0.5556 -2.2935
C 4.0529 2.0895 -7.4471
N 2.9567 1.9304 -6.5093
C 2.7696 2.5545 -5.3214
C 3.8167 3.5514 -4.8834
O 1.7832 2.3078 -4.6402
H 3.6688 2.4260 -8.4110
H 4.5572 1.1331 -7.5918
H 4.7729 2.8142 -7.0840
H 2.2229 1.2793 -6.7410
H 3.5271 3.9624 -3.9213
H 4.7882 3.0676 -4.7787
H 3.8941 4.3673 -5.6024
C 2.1409 -7.1611 4.9139
N 1.9380 -5.7565 4.6219
C 1.2341 -5.1992 3.5919
C 0.5683 -6.1393 2.6140
O 1.1500 -3.9921 3.4790
H 1.7446 -7.3981 5.9035
H 3.2080 -7.3935 4.9072
H 1.6427 -7.7845 4.1796
H 2.3538 -5.0757 5.2367
H 0.0498 -5.5461 1.8671
H 1.3097 -6.7676 2.1171
H -0.1600 -6.7721 3.1227
C -2.4085 4.7407 4.3220
N -1.7033 4.7682 3.0540
C -0.7142 3.9462 2.6276
C -0.2602 2.8493 3.5591
O -0.2162 4.1002 1.5197
H -3.4759 4.5970 4.1483
H -2.2687 5.6887 4.8436
H -2.0441 3.9365 4.9511
H -1.9564 5.4759 2.3825
H 0.5283 2.2845 3.0716
H 0.1303 3.2700 4.4863
H -1.0829 2.1710 3.7879
```

Results
* largest force on an atom: 2.15 eV/Å
* lowest unoccupied orbital energy: -0.60 eV
* HOMO-LUMO gap: 0.25915 hartree
* net charge: 0
* SMILES: C=CC1=C([PH2]=S)C(=O)OC1=O.CNC(C)=O.CNC(C)=O.CNC(C)=O.CNC(C)=O

These are the natural (NBO) partial charges, in e, on atoms 1 to 4: -0.349 -0.224 -0.074 -0.394



no.,total energy (Ha)
1,-6182.00368
2,-3607.20941
3,-1493.59870
4,-2190.89236